[1]
Density functional theory data (ωB97M-V/def2-TZVPD) for a molecular structure, C8H10BF4FeN.

```
! RIJCOSX wB97M-V def2-TZVPD def2/J DEFGRID3
* xyz -2 5
C -0.37676 1.72097 -1.22516
C -0.60375 0.53694 -1.99062
C 0.64795 -0.11816 -2.16906
C 1.63515 0.60615 -1.45463
C 1.00949 1.73934 -0.85298
Fe 0.00187 0.14706 0.02638
C -1.53349 -1.69450 -0.14934
C -2.19264 -0.59638 0.29414
C -3.20921 0.16645 0.67216
N -0.67402 1.02645 1.29576
H 0.83197 -0.95251 -2.84025
H -1.52033 0.29635 -2.50694
H 2.70000 0.41487 -1.48332
H 1.51562 2.55722 -0.36429
H -1.10659 2.49261 -1.03000
H -1.55735 -1.98273 -1.20522
H -0.57769 1.12774 2.32453
H -1.22303 -2.49258 0.53128
H -4.26470 -0.13080 0.64482
H -3.03116 1.17535 1.04567
F 1.64270 -0.82629 1.08021
B 2.73863 -1.21371 2.12136
F 2.74676 -0.34911 3.20451
F 2.43936 -2.49224 2.56404
F 3.96121 -1.15851 1.46696
*
```

Electronic energy (eV): -55881.7873
HOMO (alpha / beta) (eV): 1.826 / 0.981
ΔE to the lowest compared entry with this formula, charge and spin (kJ/mol): 50.9
⟨S²⟩: 6.14
Orbital gap (alpha / beta) (eV): 4.33 / 5.16

Here are the Löwdin charges for atoms 1 to 5, given in e: -0.242 -0.251 -0.205 -0.196 -0.228

[2]
Density functional theory data (ωB97M-V/def2-TZVPD) for a single C8H10BNO3 molecule.

```
! RIJCOSX wB97M-V def2-TZVPD def2/J DEFGRID3
* xyz 0 3
B -0.57716 2.31930 -1.95057
C 2.15215 -1.86980 1.85901
C 0.94655 -2.51911 2.26631
C 1.99221 -0.89600 0.84594
C -0.29790 -2.34624 1.71248
C 0.73131 -0.62487 0.30021
C -0.38840 -1.59078 0.47825
C -0.59310 1.12851 -0.72554
C -1.82943 0.88560 0.00122
N 0.52865 0.51470 -0.46763
O -1.28556 -1.71147 -0.37143
O 0.54440 2.28143 -2.85005
O -1.58611 3.08446 -2.16862
H 2.97545 -2.06629 2.43144
H 1.01833 -3.04423 3.15551
H 2.90257 -0.36828 0.71931
H -1.17165 -2.74918 1.98497
H -2.50250 1.68778 -0.11703
H -1.56895 0.61206 0.99913
H -2.24207 -0.07707 -0.45035
H 1.33751 0.64570 -1.14254
H 0.42207 2.85930 -3.70197
H -1.50839 3.84449 -2.80806
*
```

Electronic energy (eV): -16765.5610
HOMO (alpha / beta) (eV): -5.236 / -9.134
⟨S²⟩: 2.03
Orbital gap (alpha / beta) (eV): 5.48 / 7.23

Here are the Löwdin charges for atoms 1 to 5, given in e: -0.606 -0.024 -0.077 -0.012 0.031

[3]
Density functional theory data (ωB97M-V/def2-TZVPD) for a single C8H10BNO4 molecule.

```
! RIJCOSX wB97M-V def2-TZVPD def2/J DEFGRID3
* xyz 0 1
C 2.99738 -1.68060 0.60588
C 2.36326 -0.64083 -0.41634
B 2.13567 0.77959 0.31612
O 3.31460 1.50017 0.62977
O 0.84322 1.29786 0.67878
C 0.13059 1.69938 -0.40174
O 0.55911 1.59087 -1.52250
O -1.15348 2.22588 -0.19086
C -2.00018 1.06061 -0.18709
C -2.45497 0.57171 1.11164
C -3.27785 -0.65436 0.98370
C -3.48194 -1.15326 -0.36417
N -3.06444 -0.65876 -1.55207
C -2.30289 0.46195 -1.47431
H 2.16775 -2.26769 1.07410
H 3.65125 -2.42655 0.07676
H 3.62443 -1.19980 1.39610
H 1.37883 -1.02441 -0.80299
H 3.09326 -0.53506 -1.26623
H 3.31262 2.35120 0.15771
H -2.19670 1.04137 2.08154
H -3.67604 -1.17251 1.88859
H -4.08309 -2.09916 -0.42964
H -1.88039 0.93243 -2.39273
*
```

Electronic energy (eV): -18815.4770
HOMO (eV): -9.719
Orbital gap (eV): 10.05

Here are the Löwdin charges for atoms 1 to 5, given in e: -0.114 -0.126 -0.475 0.135 0.202

[4]
Density functional theory data (ωB97M-V/def2-TZVPD) for a molecular structure, C8H10Br2O.

```
! RIJCOSX wB97M-V def2-TZVPD def2/J DEFGRID3
* xyz 0 1
Br 0.24886 -1.25522 -3.55534
Br -1.97435 0.72876 -2.46111
C -1.46758 -1.84549 -1.36825
C -0.73946 -0.68282 -1.99696
H -0.74876 -2.63137 -1.08135
H -2.19933 -2.27770 -2.07134
H -2.00346 -1.51168 -0.46381
H 0.00702 -0.21961 -1.32015
O -1.63616 0.52908 2.02227
C 2.24932 0.75503 0.53984
C 1.79234 -0.38410 1.20470
C 1.38996 1.83887 0.36783
C 0.49004 -0.44413 1.69465
C 0.08395 1.78708 0.85546
C -0.36489 0.64440 1.51899
H -2.12498 1.36531 1.82755
H 3.27694 0.79750 0.15540
H 2.46037 -1.24396 1.34606
H 1.73546 2.74156 -0.15311
H 0.11644 -1.33321 2.21959
H -0.59175 2.64174 0.71913
*
```

Electronic energy (eV): -150590.7631
HOMO (eV): -8.924
ΔE to the lowest compared entry with this formula, charge and spin (kJ/mol): 0.0
Orbital gap (eV): 9.50

Here are the Löwdin charges for atoms 1 to 5, given in e: 0.620 0.614 -0.251 -1.223 0.078

[5]
Density functional theory data (ωB97M-V/def2-TZVPD) for a single C8H10BrOP molecule.

```
! RIJCOSX wB97M-V def2-TZVPD def2/J DEFGRID3
* xyz 0 1
C -3.46510 2.54644 0.25668
O -2.26075 1.88728 0.73154
P -1.34742 1.22028 -0.41491
Br -2.40195 -1.37952 -0.27520
C 0.03531 0.87807 0.66823
C 0.85603 -0.30774 0.19737
C 1.82455 -0.02705 -0.75884
C 2.61968 -0.98411 -1.25800
C 2.51080 -2.26617 -0.78896
C 1.58120 -2.55987 0.28588
C 0.74919 -1.57031 0.80914
H -3.29251 3.53937 0.09473
H -4.29004 2.24883 0.88536
H -3.68328 2.29546 -0.71598
H 0.85131 1.69195 0.59771
H -0.35096 0.80526 1.76303
H 1.80851 1.07752 -1.17120
H 3.52165 -0.83628 -1.87066
H 3.17882 -2.94353 -1.35463
H 1.43498 -3.51986 0.73590
H 0.11996 -1.79603 1.58280
*
```

Electronic energy (eV): -89835.7716
HOMO (eV): -8.878
ΔE to the lowest compared entry with this formula, charge and spin (kJ/mol): 59.3
Orbital gap (eV): 8.10

Here are the Löwdin charges for atoms 1 to 5, given in e: -0.121 -0.464 0.908 -0.073 -0.400

[6]
Density functional theory data (ωB97M-V/def2-TZVPD) for a molecular structure, C8H10Cl2NO.

```
! RIJCOSX wB97M-V def2-TZVPD def2/J DEFGRID3
* xyz 1 1
C 2.67147 -2.14219 0.50787
C 1.67995 -2.18273 1.45318
C 2.72875 -1.12223 -0.51582
C 0.81357 -1.08669 1.49971
C 1.79311 -0.13381 -0.53470
C 0.88529 -0.08588 0.54263
C -1.74139 0.77414 -0.51502
C 0.01278 1.08869 0.49943
N -2.45007 2.00577 -0.25914
O -1.45382 0.69323 -1.83850
Cl 0.48767 2.50716 -0.34652
Cl -0.59833 1.48703 2.10148
H 3.45797 -2.95448 0.57089
H 1.67901 -2.87430 2.31286
H 3.50220 -1.34636 -1.25064
H 0.17927 -0.90106 2.41019
H 1.45909 0.41315 -1.45265
H -1.95470 -0.19961 -0.20268
H -3.26766 2.45226 -0.80126
H -1.62882 2.69206 -0.49263
H -2.64820 2.14504 0.81770
H -0.99994 1.42925 -2.37359
*
```

Electronic energy (eV): -37031.1714
HOMO (eV): -12.405
ΔE to the lowest compared entry with this formula, charge and spin (kJ/mol): 0.0
Orbital gap (eV): 8.79

Here are the Löwdin charges for atoms 1 to 5, given in e: -0.052 -0.069 -0.041 -0.058 -0.078

[7]
Density functional theory data (ωB97M-V/def2-TZVPD) for 2 unconnected molecules or ions with the total composition C8H10ClIS.

```
! RIJCOSX wB97M-V def2-TZVPD def2/J DEFGRID3
* xyz 0 1
C 2.04081 2.09958 1.48453
C 0.85990 1.81864 0.94441
Cl -0.73516 1.83292 1.74082
C 0.74034 1.65667 -0.70351
C 0.33893 0.52591 -1.88597
C -0.65767 -0.45621 -1.31243
C -0.44631 -1.71257 -0.79449
C -1.70194 -2.19672 -0.29583
C -2.76841 -1.40317 -0.48950
S -2.32422 0.00931 -1.33415
H 2.33110 2.37017 2.58538
H 2.85228 2.00459 0.78211
H 0.03812 2.47808 -0.94131
H 1.84073 1.83560 -0.76538
H 0.19262 0.96311 -2.90213
H 1.26285 -0.12669 -2.06826
H 0.51525 -2.22088 -0.68943
H -1.78294 -3.21863 0.30813
H -3.71153 -1.69664 -0.44840
I 0.61241 -1.70595 2.87490
H 0.50285 -2.85713 3.91050
*
```

Electronic energy (eV): -39913.3464
HOMO (eV): -8.638
ΔE to the lowest compared entry with this formula, charge and spin (kJ/mol): 146.5
Orbital gap (eV): 9.15

Here are the Löwdin charges for atoms 1 to 5, given in e: -0.048 -0.704 0.559 -0.136 -0.168

[8]
Density functional theory data (ωB97M-V/def2-TZVPD) for a single C8H10ClN3 molecule.

```
! RIJCOSX wB97M-V def2-TZVPD def2/J DEFGRID3
* xyz 0 1
C -1.05131 1.47004 1.16425
C 0.08976 -1.79568 -0.47478
C -1.20222 -2.34778 -0.18502
C 0.38925 -0.52810 -0.32536
C -2.22195 -0.57704 1.02999
C -1.41755 0.47644 0.29294
C 1.09093 1.47476 -1.40011
C 2.52157 0.51026 0.43543
N -0.74815 2.20582 2.01049
N -2.16712 -1.87848 0.46857
N 1.44220 0.29371 -0.58612
Cl -2.16610 0.86653 -1.26798
H 0.74138 -2.60932 -0.63594
H -1.50011 -3.32324 -0.53888
H -2.12996 -0.67578 2.12914
H -3.18344 -0.23317 0.92374
H 0.12793 1.21533 -1.87703
H 1.18603 2.38464 -0.93459
H 1.85522 1.48387 -2.29925
H 3.29649 -0.11854 0.32496
H 2.87036 1.49076 0.23170
H 2.17679 0.21500 1.51386
*
```

Electronic energy (eV): -25445.8573
HOMO (eV): -8.509
ΔE to the lowest compared entry with this formula, charge and spin (kJ/mol): 414.4
Orbital gap (eV): 8.75

Here are the Löwdin charges for atoms 1 to 5, given in e: -0.306 -0.034 -0.188 -0.083 -0.263

[9]
Density functional theory data (ωB97M-V/def2-TZVPD) for 2 unconnected molecules or ions with the total composition C8H10ClNO.

```
! RIJCOSX wB97M-V def2-TZVPD def2/J DEFGRID3
* xyz 0 1
N 2.16143 1.47218 1.71056
C 1.88754 0.74633 0.55802
Cl 3.17562 0.98811 -0.63076
C 0.79756 -0.03772 0.27783
C -0.35397 0.01137 1.29563
C -1.31845 -0.90891 1.20668
C -1.34645 -2.00775 0.27556
C -0.34635 -2.14885 -0.65409
C 0.68450 -1.07906 -0.78756
H 1.33251 1.18673 2.31521
H 2.11524 2.52057 1.51360
H -0.52646 0.84206 1.93936
H -2.26424 -0.94117 1.84886
H -2.24066 -2.67603 0.39803
H -0.09192 -2.85532 -1.36087
H 1.64861 -1.67432 -0.90017
H 0.57946 -0.58675 -1.74464
C -1.45309 1.83046 -1.83867
O -1.49874 2.34984 -0.75847
H -2.38025 1.30054 -2.16169
H -0.56191 1.66769 -2.50244
*
```

Electronic energy (eV): -24515.1719
HOMO (eV): -7.560
ΔE to the lowest compared entry with this formula, charge and spin (kJ/mol): 226.7
Orbital gap (eV): 7.94

Here are the Löwdin charges for atoms 1 to 5, given in e: 0.006 -0.736 0.632 -0.230 -0.054

[10]
Density functional theory data (ωB97M-V/def2-TZVPD) for 2 unconnected molecules or ions with the total composition C8H10F2P.

```
! RIJCOSX wB97M-V def2-TZVPD def2/J DEFGRID3
* xyz -1 1
C 3.18029 -0.33280 -0.21255
C 1.64710 -0.04599 -0.04194
C 0.75257 -1.20291 -0.03746
C -0.68400 -0.90432 0.07836
C -1.20810 0.44933 0.18076
C -2.72683 0.81724 0.26252
P -3.76449 -0.62628 -0.37678
F -4.05365 -1.55726 1.00159
C -0.26111 1.56350 0.21014
C 1.17343 1.32594 0.09781
H 3.81933 0.24590 0.49404
H 3.44597 0.03839 -1.24629
H 3.42348 -1.42936 -0.21883
H 1.14116 -2.23987 -0.14509
H -1.37246 -1.77836 0.04876
H -3.05900 1.17356 1.26909
H -2.89219 1.65452 -0.47850
H -4.99977 -0.10919 -0.88847
H -0.57643 2.63396 0.29730
H 1.92717 2.14059 0.08741
F 5.08752 -1.81661 -0.38187
*
```

Electronic energy (eV): -23181.2509
HOMO (eV): -3.570
Orbital gap (eV): 6.52

Here are the Löwdin charges for atoms 1 to 5, given in e: -0.130 -0.239 -0.021 -0.083 -0.307

[11]
Density functional theory data (ωB97M-V/def2-TZVPD) for a molecular structure, C8H10MgN2S.

```
! RIJCOSX wB97M-V def2-TZVPD def2/J DEFGRID3
* xyz -2 1
C -0.51744 0.97796 -1.89213
C 0.89188 1.10466 -1.66573
C 1.07745 1.98763 -0.55571
C -0.20950 2.40496 -0.10348
C -1.19181 1.78739 -0.92836
Mg 0.05367 -0.31114 0.09101
N -1.65797 -1.14977 -0.13570
C -0.29979 -2.21271 -0.48217
C 1.12889 -1.88914 -0.63949
H 2.03516 2.35408 -0.18851
H 1.68257 0.68610 -2.28973
H -0.39817 3.12668 0.68961
H -2.26572 1.96767 -0.89013
H -0.98020 0.46014 -2.73342
H 1.49233 -1.82597 -1.66816
H -0.36214 -3.02249 0.26864
H -2.42084 -1.79258 0.08703
H 1.80476 -2.34378 0.09220
H -0.60597 -2.61927 -1.45771
S 1.39334 0.14802 2.20002
C 0.12238 0.09947 3.24341
N -0.77290 0.06199 4.01991
*
```

Electronic energy (eV): -27715.4020
HOMO (eV): 0.828
ΔE to the lowest compared entry with this formula, charge and spin (kJ/mol): 152.7
Orbital gap (eV): 4.94

Here are the Löwdin charges for atoms 1 to 5, given in e: -0.239 -0.243 -0.259 -0.217 -0.213

[12]
Density functional theory data (ωB97M-V/def2-TZVPD) for a single C8H10N2 molecule.

```
! RIJCOSX wB97M-V def2-TZVPD def2/J DEFGRID3
* xyz 0 3
C -2.62274 -0.05012 0.89544
C -1.54281 -0.77401 1.15487
C -2.68463 0.82193 -0.24883
C 0.72158 0.20748 -0.98612
C -0.56346 0.36642 -0.80548
C 0.80451 -0.90452 0.07805
C 1.84141 0.79113 -1.77144
C 1.60626 -0.40807 1.28558
N -1.68121 1.01356 -1.07058
N -0.57423 -0.79940 0.17340
H -3.39582 -0.10230 1.62146
H -1.36632 -1.51702 1.92963
H -3.62418 1.31415 -0.68965
H 1.25499 -1.77590 -0.29507
H 2.35836 1.49960 -1.09972
H 1.52814 1.16956 -2.74104
H 2.55340 0.02052 -1.99498
H 1.14290 0.56161 1.57382
H 2.60867 -0.33675 0.79866
H 1.63517 -1.09788 2.19199
*
```

Electronic energy (eV): -11433.2032
HOMO (alpha / beta) (eV): -5.253 / -8.934
ΔE to the lowest compared entry with this formula, charge and spin (kJ/mol): 57.1
⟨S²⟩: 2.02
Orbital gap (alpha / beta) (eV): 6.12 / 7.45

Here are the Löwdin charges for atoms 1 to 5, given in e: -0.081 -0.114 -0.195 -0.132 -0.209